A molecular structure, C29H41AuF3N2O3S3Si3Te in a non-equilibrium geometry. Source: OMol25; level of theory: wB97M-V/def2-TZVPD.

## Properties
total charge	+1
<S²>	2.009
highest occupied orbital energy (spin up / spin down)	-10.7 / -11.2	eV
DFT total energy	-4231.0824	Eh
multiplicity	3

Last column: Mulliken charge in e.
Positions of all 86 atoms, in Å:
Au1 0.97067 0.42090 -1.63091  0.55
C1 4.10146 -0.75155 -1.23038  -0.99
C2 4.03988 0.73402 -1.23701  0.57
N1 2.92399 1.42371 -1.24587  0.20
C3 3.14810 2.79747 -1.26658  0.06
C4 4.47028 3.11261 -1.23165  -0.53
S1 5.43662 1.71007 -1.21715  -0.18
C5 2.09129 3.81872 -1.34539  -0.24
C6 2.34787 5.06211 -1.83629  -0.72
S2 0.95092 6.02537 -1.77429  -0.20
C7 0.06879 4.69237 -1.12164  0.51
N2 0.78353 3.61434 -0.95104  0.24
C8 -1.38404 4.88017 -0.83191  -0.97
H1 3.59134 -1.14490 -2.11219  0.16
H2 3.58819 -1.13912 -0.35017  0.10
H3 5.13093 -1.10404 -1.22881  0.56
H4 4.92310 4.08973 -1.21311  0.48
H5 3.27419 5.44876 -2.22872  0.43
H6 -1.57532 5.88333 -0.45621  0.50
H7 -1.73617 4.14589 -0.11445  -0.07
H8 -1.95657 4.73956 -1.74941  0.29
C9 1.60889 -0.39068 3.31051  -0.49
Si1 1.29956 1.45242 3.41974  0.03
C10 1.38937 2.04771 5.19105  -1.09
C11 2.52657 2.35255 2.32726  -0.36
C12 -0.42757 1.89110 2.75309  -1.00
Te1 -0.91312 0.96324 0.87711  0.47
C13 -2.98109 1.05972 1.30172  -0.77
Si2 -3.71338 -0.40275 2.29446  0.15
C14 -3.97003 -1.83030 1.11269  -0.83
C15 -5.32723 0.26492 2.96653  -1.14
C16 -2.55862 -0.89508 3.69161  -0.63
H9 2.58669 -0.62819 3.73778  0.48
H10 1.60636 -0.74597 2.27598  -0.14
H11 0.86277 -0.96647 3.86590  0.27
H12 2.40761 1.94427 5.57546  0.34
H13 0.72947 1.47079 5.84377  0.32
H14 1.10918 3.10061 5.27431  0.34
H15 3.55372 2.03971 2.53185  0.41
H16 2.46958 3.43480 2.47253  0.33
H17 2.31118 2.14487 1.27643  -0.26
H18 -0.47302 2.97383 2.60252  0.62
H19 -1.22464 1.60871 3.44273  0.50
H20 -3.46413 1.08647 0.32333  0.51
H21 -3.15582 2.00347 1.82056  0.55
H22 -4.30913 -1.47888 0.13515  0.32
H23 -4.72770 -2.51410 1.50219  0.43
H24 -3.05119 -2.40397 0.96344  0.20
H25 -5.99534 0.56801 2.15695  0.32
H26 -5.15750 1.13457 3.60616  0.34
H27 -5.84557 -0.49009 3.56250  0.34
H28 -1.53422 -1.06050 3.34032  -0.15
H29 -2.90954 -1.82741 4.14126  0.48
H30 -2.53052 -0.14357 4.48494  0.33
F1 -2.92598 -0.93436 -3.29845  -0.18
C17 -3.08818 0.32983 -3.70250  0.46
F2 -2.99750 0.37697 -5.02318  -0.20
F3 -4.29543 0.74738 -3.32433  -0.22
S3 -1.80953 1.40672 -2.92759  0.89
O1 -0.53839 0.87617 -3.43702  -0.83
O2 -2.13557 2.74057 -3.32092  -0.57
O3 -1.97387 1.10527 -1.49686  -0.69
C18 0.02009 -4.14978 -5.42109  -0.48
C19 -0.50888 -4.68917 -4.25526  -0.69
C20 -0.54398 -3.92932 -3.09654  -0.53
C21 -0.06025 -2.61731 -3.09117  0.84
C22 0.46609 -2.08589 -4.26831  -0.17
C23 0.50818 -2.85152 -5.42604  -0.68
Si3 -0.14496 -1.71399 -1.45805  0.51
C24 0.77160 -2.71708 -0.16464  0.51
C25 0.22987 -2.88959 1.11231  -0.21
C26 0.83059 -3.73499 2.03385  -0.46
C27 1.99454 -4.41090 1.69617  -0.70
C28 2.54520 -4.25688 0.42852  -0.59
C29 1.93095 -3.42572 -0.49563  -0.68
H31 0.04890 -4.74161 -6.32680  0.39
H32 -0.89397 -5.70081 -4.24961  0.41
H33 -0.95314 -4.36070 -2.18715  0.34
H34 0.82106 -1.06286 -4.28977  0.22
H35 0.91315 -2.42728 -6.33667  0.42
H36 -1.53345 -1.63961 -0.94663  -0.12
H37 -0.68148 -2.36138 1.38137  0.18
H38 0.38373 -3.88016 3.01035  0.48
H39 2.46322 -5.07003 2.41617  0.41
H40 3.44138 -4.80086 0.15655  0.44
H41 2.33541 -3.35444 -1.49973  0.52


A molecular structure, C4H7N3O in a non-equilibrium geometry. Source: OMol25; level of theory: wB97M-V/def2-TZVPD.

## Properties
highest occupied orbital energy	-9.5	eV
DFT total energy	-395.8382	Eh
multiplicity	1
energy relative to the best compared isomer or geometry (same formula, charge and spin)	814.4	kJ/mol

Last column: Mulliken charge in e.
Positions of all 15 atoms, in Å:
C1 2.57970 0.79955 1.06190  -0.28
C2 -0.38626 -0.90861 0.52539  0.57
C3 -1.35661 -0.14938 -1.77597  -0.34
C4 -1.83780 0.64858 -0.64883  -0.24
H1 2.92810 1.01693 -0.29572  0.25
H2 3.17801 1.19010 2.22368  0.27
H3 0.73398 -1.25382 1.95123  0.45
H4 -2.04850 -0.74294 -2.31522  0.27
H5 -0.46159 -0.20832 -2.37723  0.20
H6 -2.95771 0.89245 -0.42051  0.24
H7 -1.00795 1.34126 -0.19613  0.19
N1 1.53339 0.00844 1.20993  -0.30
N2 -0.32314 -1.62486 1.58351  -0.64
N3 -1.35796 -0.81357 -0.42411  -0.40
O1 0.78433 -0.19583 -0.10193  -0.24


A single C6H13N molecule in a non-equilibrium geometry. Source: OMol25; level of theory: wB97M-V/def2-TZVPD.

## Properties
structure (SMILES)	CC(C)=CN(C)C
highest occupied orbital energy	-7.9	eV
DFT total energy	-291.0864	Eh
multiplicity	1
energy relative to the best compared isomer or geometry (same formula, charge and spin)	189.8	kJ/mol

Last column: Mulliken charge in e.
Positions of all 20 atoms, in Å:
C1 1.94890 -0.32748 0.80096  -0.98
C2 1.85727 1.62583 -0.62916  -1.00
C3 -0.93990 -1.81915 -0.51146  -1.29
C4 -2.71158 0.07077 0.21026  -1.16
N1 1.17141 0.41731 -0.18374  0.03
C5 -1.11865 -0.39807 -0.13630  0.92
C6 -0.37851 0.62304 0.16021  -0.68
H1 -0.57629 1.66224 0.38390  0.30
H2 1.47086 -1.27484 1.06141  0.28
H3 1.33727 2.06750 -1.48568  0.32
H4 2.08533 0.26084 1.72157  0.32
H5 2.94687 -0.57024 0.41166  0.34
H6 2.88297 1.40460 -0.95365  0.30
H7 1.91569 2.37835 0.17202  0.37
H8 -1.65962 -2.09389 -1.28889  0.39
H9 0.06313 -1.98440 -0.91180  0.33
H10 -1.10149 -2.47053 0.35173  0.28
H11 -3.06240 -0.57468 1.01740  0.28
H12 -2.84203 1.11308 0.50746  0.32
H13 -3.28924 -0.11028 -0.69790  0.32


A molecular structure, C35H50BrN6O2PPbS2. Source: OMol25; level of theory: wB97M-V/def2-TZVPD.

## Properties
highest occupied orbital energy	-7.5	eV
DFT total energy	-5747.2910	Eh
multiplicity	1
energy relative to the best compared isomer or geometry (same formula, charge and spin)	14.5	kJ/mol

Last column: Mulliken charge in e.
Positions of all 98 atoms, in Å:
Pb1 1.68176 0.72235 0.04296  0.47
O1 -1.20187 3.04301 -2.42692  -0.73
C1 -1.01007 4.30805 -1.99512  0.45
C2 -1.64378 5.34504 -2.67978  -0.56
C3 -1.50073 6.65339 -2.25452  -0.36
C4 -0.71907 6.95602 -1.14448  -0.76
C5 -0.08393 5.92453 -0.47369  -0.43
C6 -0.22459 4.60169 -0.87903  0.01
C7 0.43786 3.49538 -0.09651  0.17
O2 0.71537 2.39973 -0.89973  -0.64
N1 -0.47816 3.12655 0.98199  0.13
N2 -0.18172 2.07747 1.73856  -0.13
C8 -0.94571 1.79270 2.72406  -0.96
C9 -0.76129 0.63814 3.58874  0.51
Br1 0.46598 -0.68248 3.00278  -0.03
C10 -1.44711 0.40817 4.71188  -0.72
C11 -2.40386 1.33441 5.34052  0.32
C12 -2.14252 2.69783 5.48605  -0.25
C13 -3.06797 3.53261 6.09427  -0.63
C14 -4.26227 3.01818 6.57650  -0.41
C15 -4.52266 1.65928 6.45982  -0.54
C16 -3.59839 0.82414 5.85424  -0.50
H1 -0.55875 2.47966 -1.95408  0.41
H2 -2.24368 5.09335 -3.54537  0.44
H3 -2.00030 7.44595 -2.79909  0.38
H4 -0.60024 7.98047 -0.81521  0.40
H5 0.54111 6.13897 0.38830  0.41
H6 1.36474 3.87921 0.35692  0.21
H7 -1.33093 3.64482 1.12678  0.39
H8 -1.81005 2.41746 2.94218  0.53
H9 -1.31263 -0.54864 5.20409  0.42
H10 -1.19731 3.10114 5.14254  0.55
H11 -2.84925 4.58789 6.20232  0.38
H12 -4.98208 3.67081 7.05471  0.39
H13 -5.44898 1.24979 6.84175  0.38
H14 -3.80354 -0.23679 5.76391  0.41
C17 5.92253 1.83929 1.80606  -1.67
C18 4.97630 0.98074 0.98677  0.51
S1 3.63118 0.36289 1.81609  -0.22
C19 5.14270 0.87197 -0.37338  0.65
C20 6.34280 1.47388 -1.05601  -1.49
S2 3.93960 0.26162 -1.40985  -0.42
H15 5.55868 1.93124 2.82549  0.41
H16 6.03615 2.84243 1.38700  0.34
H17 6.91442 1.38440 1.85162  0.38
H18 7.11981 1.78218 -0.36041  0.38
H19 6.03844 2.33903 -1.65074  0.29
H20 6.76996 0.75002 -1.74977  0.35
N3 0.44430 -0.59202 -0.88677  -0.20
P1 -0.07977 -2.04067 -1.02915  -0.15
N4 -1.73320 -2.23643 -0.87561  0.38
C21 -2.56202 -1.60635 -1.92761  -0.49
C22 -3.73023 -0.81006 -1.35375  -1.31
C23 -3.27139 0.12072 -0.23580  -0.24
C24 -2.52694 -0.66315 0.86659  0.87
C25 -2.29906 -2.11808 0.47080  -1.68
N5 0.50405 -3.11757 0.10744  0.57
C26 0.08602 -4.51851 0.06229  -1.08
C27 1.11897 -5.41429 -0.61807  -0.13
C28 2.49715 -5.24772 0.01735  -1.08
C29 2.89163 -3.77389 0.04215  -0.37
C30 1.80796 -2.95550 0.73358  -0.06
N6 0.20151 -2.57325 -2.58370  0.74
C31 -0.53328 -3.60989 -3.29409  -0.90
C32 -0.96890 -3.12529 -4.67492  -0.79
C33 0.22995 -2.61831 -5.47431  -0.87
C34 1.00865 -1.57512 -4.67596  -0.72
C35 1.38513 -2.12156 -3.30625  -0.19
H21 -2.94355 -2.37416 -2.60685  0.21
H22 -1.93957 -0.92988 -2.51903  0.42
H23 -4.50759 -1.48659 -0.98803  0.41
H24 -4.18146 -0.24329 -2.17002  0.52
H25 -4.13410 0.64692 0.17794  0.42
H26 -2.61074 0.88515 -0.65500  -0.15
H27 -3.06841 -0.63178 1.81790  0.54
H28 -1.55042 -0.20638 1.03942  -0.83
H29 -3.23559 -2.68449 0.49823  0.35
H30 -1.62122 -2.59933 1.17641  0.71
H31 -0.88026 -4.58555 -0.43839  0.48
H32 -0.06575 -4.85938 1.09640  0.57
H33 1.17572 -5.15288 -1.67990  -0.11
H34 0.78708 -6.45422 -0.55802  0.42
H35 3.24117 -5.84429 -0.51450  0.46
H36 2.46796 -5.62866 1.04586  0.32
H37 3.01407 -3.39893 -0.98054  0.11
H38 3.84490 -3.62420 0.55430  0.43
H39 2.09450 -1.90849 0.74659  -0.66
H40 1.72351 -3.27972 1.78181  0.50
H41 -1.38170 -3.93658 -2.69461  0.44
H42 0.12079 -4.48629 -3.43307  0.48
H43 -1.69630 -2.31692 -4.56362  0.26
H44 -1.46776 -3.94418 -5.20081  0.40
H45 -0.10077 -2.20538 -6.42944  0.41
H46 0.89211 -3.46031 -5.70959  0.32
H47 0.40083 -0.67520 -4.53798  0.21
H48 1.91442 -1.27729 -5.20971  0.43
H49 1.89668 -1.36832 -2.71193  -0.36
H50 2.07498 -2.97238 -3.43329  0.41